15
Properties=species:S:1:pos:R:3 method="wB97M-V/def2-TZVPD" gap_ev=8.9 e_homo_ev=-4.86 relative_energy_ev=0.357 spin_multiplicity=1 lumo_ev=4.03 charge=-1 smiles="NC(N)(N)[P@](=O)([O-])O"
N 0.24 -1.12 1.16
C -0.05 -0.19 0.03
N 0.45 -0.53 -1.22
N 0.82 1.19 0.47
P -1.92 -0.03 0.12
O -2.38 0.96 1.12
O -2.42 -1.45 0.00
O -1.88 0.72 -1.43
H 1.11 -1.62 1.05
H -0.45 -1.80 1.19
H 0.17 0.22 -1.87
H -0.26 -1.23 -1.45
H 1.36 0.70 1.16
H 0.32 1.88 0.98
H -2.71 1.06 -1.55

=====

10
Properties=species:S:1:pos:R:3 method="wB97M-V/def2-TZVPD" gap_ev=9.0 e_homo_ev=-8.76 relative_energy_ev=0.374 spin_multiplicity=1 lumo_ev=0.28 smiles="S=CN/C=C/Cl"
S 1.38 2.13 1.15
C 0.38 0.98 1.58
N -0.19 0.09 0.74
C 0.12 -0.08 -0.66
C -0.44 -1.05 -1.40
Cl -0.13 -1.24 -3.10
H 0.02 0.89 2.58
H -0.74 -0.62 1.18
H 0.80 0.63 -1.07
H -1.20 -1.72 -1.00

=====

96
Properties=species:S:1:pos:R:3 method="wB97M-V/def2-TZVPD" gap_ev=10.4 e_homo_ev=-10.71 relative_energy_ev=0.000 spin_multiplicity=1 lumo_ev=-0.29 smiles="O=C1OC[C@@H](F)O1.O=C1OC[C@@H](F)O1.O=C1OC[C@@H](F)O1.O=C1OC[C@@H](F)O1.O=C1OC[C@@H](F)O1.O=C1OC[C@@H](F)O1.CC#N.CC#N.CC#N.CC#N.CC#N.CC#N"
O 3.55 -16.95 -25.61
C 2.90 -17.57 -26.35
O 2.47 -17.17 -27.56
C 1.47 -18.08 -27.99
C 1.92 -19.36 -27.32
F 2.88 -19.99 -28.07
O 2.43 -18.83 -26.10
H 0.42 -17.88 -27.73
H 1.42 -18.11 -29.08
H 1.14 -20.06 -27.04
O 12.60 -19.23 -25.39
C 11.50 -19.61 -25.61
O 11.20 -20.80 -26.18
C 9.77 -20.98 -26.08
C 9.32 -19.52 -26.12
F 8.16 -19.35 -25.49
O 10.35 -18.97 -25.30
H 9.54 -21.55 -26.97
H 9.40 -21.52 -25.21
H 9.29 -19.12 -27.14
O 7.36 -13.98 -31.70
C 7.91 -15.01 -31.71
O 9.24 -15.16 -31.48
C 9.57 -16.56 -31.34
C 8.22 -17.27 -31.59
F 7.88 -17.98 -30.42
O 7.33 -16.24 -31.86
H 10.31 -16.84 -32.08
H 9.97 -16.64 -30.33
H 8.21 -18.01 -32.40
O 10.03 -15.35 -28.06
C 11.20 -15.48 -28.04
O 11.98 -15.41 -29.13
C 13.24 -16.03 -28.79
C 13.30 -15.62 -27.31
F 13.77 -14.34 -27.22
O 11.96 -15.59 -26.93
H 13.25 -17.09 -29.02
H 14.04 -15.48 -29.28
H 13.91 -16.31 -26.73
O 9.00 -10.05 -32.85
C 8.41 -10.37 -31.85
O 8.97 -10.48 -30.62
C 8.07 -11.23 -29.76
C 6.73 -10.88 -30.42
F 6.21 -9.76 -29.84
O 7.08 -10.68 -31.77
H 8.38 -12.27 -29.79
H 8.25 -10.85 -28.76
H 5.99 -11.67 -30.37
O 6.51 -13.95 -29.11
C 6.79 -14.61 -28.15
O 7.45 -14.07 -27.11
C 7.54 -14.93 -25.97
C 7.13 -16.23 -26.65
F 6.39 -17.05 -25.83
O 6.49 -15.90 -27.89
H 8.56 -14.94 -25.58
H 6.88 -14.60 -25.17
H 8.06 -16.73 -26.93
C 4.35 -16.70 -30.28
C 4.12 -18.03 -30.82
N 3.89 -19.08 -31.23
H 3.74 -15.90 -30.69
H 5.41 -16.48 -30.44
H 4.29 -16.75 -29.19
C 8.88 -15.79 -22.58
C 8.32 -17.14 -22.79
N 7.78 -18.12 -22.96
H 8.63 -15.14 -23.41
H 9.96 -15.90 -22.55
H 8.43 -15.45 -21.66
C 5.33 -16.69 -21.14
C 5.64 -15.55 -22.00
N 5.91 -14.63 -22.63
H 5.39 -17.66 -21.64
H 4.34 -16.57 -20.72
H 6.10 -16.67 -20.37
C 4.21 -12.13 -27.75
C 3.22 -11.12 -28.18
N 2.44 -10.36 -28.54
H 3.79 -12.78 -26.99
H 4.97 -11.48 -27.31
H 4.59 -12.61 -28.65
C 11.86 -13.26 -23.87
C 11.23 -12.06 -23.34
N 10.63 -11.19 -22.91
H 12.32 -13.83 -23.07
H 12.60 -13.11 -24.65
H 11.06 -13.86 -24.30
C 5.35 -20.03 -26.21
C 6.06 -21.26 -25.85
N 6.64 -22.21 -25.58
H 5.97 -19.31 -26.72
H 4.91 -19.65 -25.29
H 4.53 -20.28 -26.89

=====

8
Properties=species:S:1:pos:R:3 method="wB97M-V/def2-TZVPD" gap_ev=8.0 e_homo_ev=-16.02 relative_energy_ev=1.145 spin_multiplicity=1 lumo_ev=-8.06 charge=+1
C 0.61 -0.21 1.63
N -0.36 0.53 -1.21
N -0.57 0.98 -2.21
N 0.11 -1.03 0.84
O -0.27 -1.86 0.15
O -0.97 1.41 -3.19
H 0.91 -0.64 2.67
H 0.55 0.82 1.33

=====

111
Properties=species:S:1:pos:R:3 method="wB97M-V/def2-TZVPD" gap_ev=7.5 e_homo_ev=-8.29 spin_multiplicity=1 lumo_ev=-0.82
C -1.62 1.89 -1.63
C -2.38 0.59 -2.19
P -2.53 -0.84 -0.97
C -2.56 -2.43 -2.03
C -1.03 -0.90 0.22
O -1.05 0.03 1.12
O -0.01 -1.91 0.18
C 1.19 -1.52 -0.53
Br 2.23 -0.03 0.34
C 0.95 -1.29 -2.10
C 2.08 -0.47 -2.87
C 3.46 -1.32 -3.08
C 3.46 -1.96 -4.57
O 3.37 -1.23 -5.59
O 3.60 -3.36 -4.82
H -2.39 2.70 -1.37
H -0.87 1.69 -0.80
H -1.01 2.32 -2.50
H -1.90 0.25 -3.19
H -3.44 0.92 -2.49
H -3.65 -2.49 -2.41
H -1.89 -2.36 -2.95
H -2.40 -3.36 -1.40
H 1.91 -2.42 -0.45
H 0.94 -2.35 -2.58
H -0.06 -0.82 -2.36
H 2.27 0.58 -2.46
H 1.68 -0.31 -3.94
H 3.64 -2.09 -2.27
H 4.31 -0.54 -3.11
H 2.86 -3.78 -4.33
C -6.03 -1.79 -4.97
Br -5.57 -3.48 -4.12
Br -5.83 -0.29 -3.76
Br -5.04 -1.55 -6.62
H -7.08 -1.85 -5.23
C -6.57 -2.87 -0.01
Br -5.14 -1.54 0.06
Br -8.21 -2.13 -0.74
Br -6.07 -4.51 -0.93
H -6.77 -3.14 1.02
C 1.00 1.38 4.00
Br 2.54 2.58 3.93
Br -0.37 2.03 5.20
Br 0.30 0.99 2.22
H 1.36 0.43 4.41
C 1.66 2.58 -6.35
Br 0.30 1.26 -5.96
Br 1.33 4.25 -5.41
Br 3.45 1.91 -6.02
H 1.60 2.80 -7.41
C -4.04 1.45 7.17
Br -2.68 2.83 7.25
Br -5.71 2.13 6.45
Br -3.43 -0.12 6.22
H -4.24 1.14 8.20
C 6.59 2.42 4.32
Br 6.89 2.48 2.40
Br 8.11 1.67 5.26
Br 6.08 4.15 5.02
H 5.75 1.74 4.48
C 9.28 -0.33 -0.24
Br 7.35 -0.27 -0.44
Br 10.19 -0.28 -1.95
Br 9.91 1.06 0.96
H 9.52 -1.29 0.23
C 6.90 -4.47 -0.77
Br 6.86 -3.48 -2.43
Br 8.37 -3.93 0.37
Br 5.19 -4.38 0.16
H 7.06 -5.52 -1.03
C -6.39 -1.22 9.17
Br -7.61 -2.71 9.35
Br -6.94 0.30 10.25
Br -4.56 -1.73 9.54
H -6.43 -0.90 8.13
C -1.29 6.07 10.17
Br -3.16 6.06 10.68
Br -0.38 4.46 10.77
Br -1.06 6.37 8.27
H -0.83 6.91 10.69
C -2.72 2.57 -9.00
Br -0.81 2.87 -8.85
Br -3.20 1.97 -10.78
Br -3.39 1.38 -7.63
H -3.21 3.53 -8.85
C 1.58 4.89 14.11
Br 0.38 3.38 14.28
Br 1.02 6.39 15.21
Br 3.42 4.39 14.47
H 1.54 5.22 13.07
C -2.03 -4.25 -7.05
Br -0.15 -3.87 -6.82
Br -2.43 -4.81 -8.87
Br -2.69 -5.52 -5.74
H -2.57 -3.32 -6.89
C 6.41 -7.89 -3.39
Br 6.38 -6.89 -5.05
Br 7.89 -7.35 -2.25
Br 4.71 -7.80 -2.45
H 6.58 -8.93 -3.65
C 2.49 1.87 -10.85
Br 2.92 0.19 -9.99
Br 2.80 3.38 -9.68
Br 3.41 2.07 -12.54
H 1.42 1.85 -11.07
C -9.14 4.74 7.06
Br -8.93 6.55 7.73
Br -8.29 4.51 5.33
Br -8.55 3.42 8.35
H -10.21 4.59 6.91

=====

56
Properties=species:S:1:pos:R:3 method="wB97M-V/def2-TZVPD" gap_ev=9.5 e_homo_ev=-9.38 relative_energy_ev=0.497 spin_multiplicity=1 lumo_ev=0.13
C 0.07 -2.41 -4.04
C 1.23 -1.50 -3.77
O 1.30 -1.05 -2.42
H -0.84 -2.02 -3.59
H 0.25 -3.43 -3.68
H -0.10 -2.47 -5.12
H 1.15 -0.61 -4.39
H 2.17 -1.99 -4.05
H 1.48 -1.81 -1.84
C 2.93 2.55 -1.64
C 4.03 3.15 -2.54
O 4.45 4.45 -2.13
H 3.24 2.70 -0.60
H 2.79 1.48 -1.78
H 1.97 3.05 -1.79
H 3.72 3.16 -3.59
H 4.91 2.51 -2.46
H 3.66 5.00 -2.03
C -5.08 2.15 0.02
C -5.59 1.24 1.07
O -5.45 1.91 2.33
H -4.02 2.38 0.07
H -5.59 3.12 0.02
H -5.27 1.70 -0.96
H -5.03 0.30 1.07
H -6.65 1.03 0.88
H -5.74 1.31 3.02
C 0.12 -0.20 5.04
C 1.60 -0.21 4.80
O 2.01 0.71 3.80
H -0.21 0.82 5.30
H -0.14 -0.83 5.90
H -0.49 -0.51 4.19
H 1.95 -1.22 4.55
H 2.09 0.10 5.73
H 1.41 0.59 3.03
C 0.61 0.96 0.25
C -0.65 0.94 -0.54
O -1.03 -0.41 -0.90
O 0.38 0.35 1.52
H 0.94 1.98 0.42
H 1.36 0.35 -0.26
H -0.61 1.57 -1.44
H -1.46 1.34 0.08
H -0.30 -0.82 -1.40
H -0.04 -0.50 1.31
C 1.03 -3.24 0.35
C -0.45 -3.32 0.68
O -1.02 -2.06 1.07
O 1.24 -2.70 -0.98
H 1.51 -4.23 0.43
H 1.60 -2.62 1.04
H -0.62 -4.03 1.50
H -0.96 -3.71 -0.21
H -1.27 -1.56 0.26
H 1.40 -3.43 -1.58

=====

56
Properties=species:S:1:pos:R:3 method="wB97M-V/def2-TZVPD" gap_ev=9.4 e_homo_ev=-9.30 relative_energy_ev=2.610 spin_multiplicity=1 lumo_ev=0.11
C -2.53 0.44 1.72
C -1.70 -0.70 1.07
C -2.62 -1.60 0.21
S -2.21 -3.36 0.36
N -0.63 -0.18 0.17
C -0.80 1.02 -0.66
O -0.06 2.03 -0.05
O -2.12 1.42 -0.82
H -1.98 1.37 1.86
H -3.39 0.84 1.19
H -2.90 0.06 2.68
H -1.32 -1.25 1.93
H -2.68 -1.37 -0.86
H -3.62 -1.30 0.55
H -0.89 -3.17 0.18
H 0.21 -0.04 0.73
H -0.09 2.81 -0.64
H 3.09 -0.98 -0.51
H 2.90 -1.00 1.03
O 2.50 -0.72 0.21
H -1.70 -0.26 -2.65
H 0.21 -0.14 -1.94
O -0.25 0.74 -1.92
H 0.28 0.36 5.48
H 1.03 1.55 4.57
O 0.94 0.65 4.85
H 2.64 1.81 2.01
H 1.18 2.22 1.57
O 1.70 1.73 2.20
H -0.69 4.82 -2.08
H -1.54 4.74 -0.82
O -0.62 4.86 -1.12
H -2.67 4.03 1.16
H -2.43 3.06 0.05
O -2.82 3.93 0.21
H 1.06 2.55 -2.80
H 1.39 3.86 -1.94
O 1.72 3.21 -2.57
H 2.86 -3.40 0.01
H 2.29 -4.10 -1.17
O 3.04 -3.54 -0.95
H -2.11 -0.03 -4.03
H -2.57 0.73 -1.32
O -2.51 -0.22 -3.20
H 3.18 -0.03 3.42
H 1.73 -0.19 2.70
O 2.58 -0.57 2.91
H 0.12 -1.63 -1.10
H 1.49 -1.68 -1.83
O 0.54 -1.80 -1.97
H 1.36 -2.42 1.21
H 2.51 -2.87 2.17
O 1.92 -3.16 1.47
H 3.64 -2.45 -2.20
H 3.06 -1.68 -3.40
O 3.53 -1.54 -2.57

=====

107
Properties=species:S:1:pos:R:3 method="wB97M-V/def2-TZVPD" gap_ev="6.7 / 6.8" e_homo_ev="-8.93 / -9.53" relative_energy_ev=1.492 spin_multiplicity=2 lumo_ev="-2.23 / -2.76" charge=+1
Pb 0.35 0.40 1.83
C 1.73 -1.47 4.65
N 0.55 -0.65 4.43
C -0.72 -1.20 4.87
C -1.60 -1.55 3.70
N -1.68 -0.84 2.60
C -2.62 -1.46 1.80
C -3.09 -1.15 0.54
C -4.03 -1.99 -0.02
C -4.51 -3.10 0.67
C -4.07 -3.43 1.94
C -3.11 -2.59 2.48
N -2.44 -2.61 3.69
C 2.64 -1.50 3.46
N 2.47 -0.80 2.37
C 3.48 -1.18 1.51
C 3.76 -0.79 0.20
C 4.84 -1.38 -0.41
C 5.64 -2.31 0.24
C 5.40 -2.70 1.54
C 4.30 -2.13 2.16
N 3.73 -2.30 3.40
H 1.42 -2.50 4.85
H 2.32 -1.13 5.53
H 0.69 0.30 4.77
H -1.27 -0.47 5.47
H -0.58 -2.09 5.49
H -2.72 -0.29 0.00
H -4.39 -1.78 -1.01
H -5.26 -3.73 0.20
H -4.45 -4.29 2.46
H -2.55 -3.31 4.40
H 3.12 -0.08 -0.31
H 5.07 -1.12 -1.44
H 6.47 -2.75 -0.29
H 6.03 -3.42 2.05
H 4.06 -2.92 4.12
N -0.82 2.33 3.48
C 0.02 3.37 4.08
C 0.69 4.26 3.03
C 2.01 3.71 2.48
N 1.81 2.72 1.42
H -1.55 2.77 2.94
H -1.27 1.78 4.21
H 0.80 2.88 4.68
H -0.57 4.00 4.76
H 0.90 5.22 3.50
H 0.00 4.44 2.21
H 2.58 3.24 3.28
H 2.61 4.56 2.11
H 2.70 2.30 1.18
H 1.46 3.18 0.58
C 2.72 3.37 -7.01
C 2.15 2.76 -5.77
C 2.45 1.46 -5.41
C 1.96 0.89 -4.24
C 2.35 -0.51 -3.87
C 1.12 1.65 -3.42
Te 0.43 0.74 -1.45
N 0.05 -0.89 0.06
C 0.01 -2.05 -0.55
O 0.06 -2.17 -1.78
C -0.08 -3.30 0.29
C 0.22 -3.32 1.64
C 0.11 -4.48 2.37
C -0.27 -5.66 1.74
C -0.54 -5.65 0.38
C -0.46 -4.48 -0.34
C -1.64 1.09 -1.87
C -2.24 0.45 -2.96
C -1.48 -0.45 -3.86
C -3.60 0.65 -3.20
C -4.37 1.48 -2.40
C -5.83 1.69 -2.65
C -3.75 2.12 -1.34
C -2.40 1.93 -1.06
C -1.85 2.60 0.16
C 0.81 2.96 -3.76
C -0.06 3.81 -2.88
C 1.32 3.50 -4.93
H 3.41 2.69 -7.49
H 3.25 4.29 -6.77
H 1.92 3.62 -7.71
H 3.10 0.87 -6.05
H 2.71 -1.05 -4.74
H 1.52 -1.05 -3.43
H 3.16 -0.48 -3.13
H 0.55 -2.41 2.12
H 0.35 -4.49 3.43
H -0.36 -6.57 2.31
H -0.80 -6.58 -0.11
H -0.65 -4.47 -1.40
H -0.84 -1.11 -3.27
H -0.86 0.13 -4.54
H -2.15 -1.06 -4.45
H -4.06 0.14 -4.03
H -6.13 1.24 -3.59
H -6.06 2.75 -2.69
H -6.41 1.26 -1.84
H -4.33 2.77 -0.70
H -2.56 3.34 0.54
H -0.90 3.09 -0.04
H -1.69 1.85 0.95
H 0.10 3.54 -1.84
H -1.11 3.65 -3.12
H 0.16 4.87 -3.02
H 1.08 4.52 -5.19